{"formula": "C47H73GeSb2Se2SiV", "method": "ωB97M-V with the def2-TZVPD basis set", "symbols": ["V", "C", "Se", "C", "C", "Se", "C", "H", "H", "H", "H", "H", "H", "H", "H", "H", "H", "C", "Sb", "C", "C", "C", "C", "C", "C", "C", "C", "C", "Sb", "C", "C", "H", "H", "H", "H", "H", "H", "H", "H", "H", "H", "H", "H", "H", "H", "H", "H", "H", "H", "H", "H", "C", "Ge", "C", "C", "C", "C", "C", "C", "C", "C", "C", "C", "C", "C", "C", "C", "C", "C", "C", "C", "H", "H", "H", "H", "H", "H", "H", "H", "H", "H", "H", "H", "H", "H", "H", "H", "C", "C", "C", "C", "Si", "C", "C", "C", "C", "C", "C", "C", "C", "H", "H", "H", "H", "H", "H", "H", "H", "H", "H", "H", "H", "H", "H", "H", "H", "H", "H", "H", "H", "H", "H", "H", "H", "H", "H", "H"], "coordinates": [[0.130, -0.847, 0.152], [4.098, -1.595, 1.302], [2.237, -2.017, 1.662], [2.336, -1.631, 3.580], [2.427, -0.181, 4.001], [0.699, 0.709, 3.934], [1.318, 2.385, 4.692], [4.712, -2.286, 1.876], [4.310, -0.567, 1.581], [4.277, -1.741, 0.243], [3.243, -2.160, 3.873], [1.499, -2.142, 4.059], [3.152, 0.370, 3.401], [2.744, -0.142, 5.044], [2.034, 2.852, 4.019], [1.757, 2.208, 5.670], [0.449, 3.030, 4.800], [-3.223, 1.623, -0.954], [-2.457, 0.015, 0.195], [-2.865, 0.787, 2.132], [-4.133, -1.360, 0.037], [-4.802, -1.566, 1.358], [-5.909, -0.787, 1.691], [-6.529, -0.896, 2.924], [-6.046, -1.806, 3.853], [-4.957, -2.598, 3.528], [-4.319, -2.494, 2.292], [-3.151, -3.388, 2.002], [-1.208, -2.583, 2.509], [-1.640, -2.160, 4.553], [-0.295, -4.499, 2.757], [-4.191, 1.909, -0.544], [-3.335, 1.324, -1.993], [-2.540, 2.469, -0.885], [-3.916, 1.066, 2.186], [-2.242, 1.662, 2.285], [-2.653, 0.050, 2.903], [-3.770, -2.287, -0.400], [-4.820, -0.908, -0.680], [-6.294, -0.085, 0.960], [-7.389, -0.283, 3.154], [-6.524, -1.912, 4.817], [-4.600, -3.331, 4.243], [-3.105, -3.704, 0.960], [-3.214, -4.290, 2.612], [-2.021, -3.067, 5.021], [-2.393, -1.377, 4.621], [-0.744, -1.822, 5.066], [-0.544, -4.890, 3.743], [0.784, -4.454, 2.637], [-0.703, -5.169, 2.000], [0.598, 0.848, -0.085], [0.984, 2.774, -0.303], [2.578, 3.016, 0.806], [2.757, 4.168, 1.571], [3.905, 4.347, 2.332], [4.897, 3.376, 2.333], [4.737, 2.227, 1.569], [3.583, 2.047, 0.818], [-0.439, 3.852, 0.500], [-0.739, 3.645, 1.846], [-1.700, 4.403, 2.498], [-2.385, 5.392, 1.805], [-2.086, 5.627, 0.472], [-1.116, 4.868, -0.173], [1.302, 3.354, -2.124], [0.262, 3.550, -3.033], [0.518, 3.994, -4.321], [1.825, 4.231, -4.725], [2.871, 4.030, -3.836], [2.608, 3.604, -2.541], [0.656, 0.689, 1.052], [1.997, 4.941, 1.572], [4.030, 5.250, 2.917], [5.797, 3.520, 2.917], [5.527, 1.485, 1.549], [3.465, 1.148, 0.221], [-0.203, 2.878, 2.392], [-1.918, 4.224, 3.544], [-3.138, 5.986, 2.307], [-2.599, 6.412, -0.069], [-0.876, 5.098, -1.202], [-0.763, 3.335, -2.751], [-0.300, 4.146, -5.013], [2.027, 4.572, -5.732], [3.891, 4.215, -4.147], [3.434, 3.470, -1.851], [3.393, -0.993, -2.041], [2.485, -2.150, -2.481], [2.882, -2.559, -3.910], [2.822, -3.357, -1.594], [0.625, -1.611, -2.295], [-0.535, -3.182, -2.272], [-0.512, -3.691, -0.824], [-0.164, -4.327, -3.220], [-1.996, -2.814, -2.559], [0.129, -0.453, -3.766], [1.265, 0.502, -4.145], [-0.228, -1.236, -5.041], [-1.067, 0.419, -3.375], [4.439, -1.325, -2.034], [3.130, -0.639, -1.041], [3.334, -0.131, -2.699], [3.926, -2.890, -3.908], [2.809, -1.743, -4.625], [2.281, -3.388, -4.285], [3.903, -3.538, -1.625], [2.339, -4.271, -1.935], [2.544, -3.221, -0.549], [0.481, -3.941, -0.451], [-1.149, -4.577, -0.702], [-0.956, -2.927, -0.157], [0.813, -4.757, -3.008], [-0.169, -4.009, -4.263], [-0.899, -5.135, -3.122], [-2.331, -1.972, -1.951], [-2.642, -3.668, -2.324], [-2.171, -2.555, -3.600], [2.100, -0.015, -4.615], [1.642, 1.062, -3.293], [0.892, 1.230, -4.872], [0.587, -1.877, -5.374], [-0.430, -0.525, -5.850], [-1.116, -1.856, -4.934], [-0.819, 1.060, -2.526], [-1.949, -0.167, -3.114], [-1.343, 1.068, -4.214]], "forces_ev_per_angstrom": [[0.244, 0.087, 0.386], [0.046, 0.016, 0.034], [-0.018, -0.058, -0.084], [0.046, -0.080, -0.025], [0.016, 0.007, 0.063], [-0.045, -0.018, -0.068], [-0.021, 0.042, -0.034], [-0.025, -0.002, 0.029], [-0.015, 0.000, -0.020], [0.014, -0.021, 0.049], [-0.028, -0.023, 0.049], [-0.020, 0.007, -0.045], [-0.050, 0.057, -0.030], [0.066, -0.015, -0.029], [0.018, 0.003, -0.001], [0.005, -0.010, -0.002], [-0.003, 0.015, 0.007], [-0.017, 0.057, 0.008], [-0.057, -0.070, -0.062], [-0.027, 0.042, -0.033], [-0.059, 0.003, -0.010], [-0.008, -0.025, 0.033], [0.007, 0.000, -0.004], [-0.006, 0.001, 0.006], [0.004, 0.000, -0.001], [0.003, -0.008, -0.004], [-0.003, 0.028, -0.028], [-0.023, -0.036, 0.019], [0.028, 0.146, -0.014], [-0.010, -0.034, 0.002], [-0.005, -0.054, 0.002], [0.003, -0.009, 0.005], [0.000, 0.001, -0.011], [0.003, 0.002, 0.006], [0.001, 0.001, 0.013], [0.025, 0.025, 0.017], [-0.016, 0.000, -0.011], [0.013, 0.006, 0.022], [0.006, 0.015, 0.005], [0.004, 0.002, -0.006], [-0.002, 0.001, 0.001], [-0.006, 0.001, 0.003], [0.003, -0.002, 0.001], [0.002, 0.021, 0.001], [0.009, -0.001, -0.001], [0.003, 0.004, -0.005], [-0.008, -0.003, 0.000], [0.019, 0.004, 0.029], [-0.004, 0.010, 0.003], [0.001, 0.007, 0.016], [0.020, 0.013, -0.019], [-0.147, 0.003, -0.018], [-0.015, -0.140, 0.061], [0.047, -0.037, -0.045], [-0.016, 0.040, -0.043], [0.017, -0.029, 0.003], [-0.032, 0.013, -0.001], [0.019, 0.014, 0.033], [-0.032, 0.030, -0.004], [-0.022, -0.003, 0.016], [-0.042, 0.007, 0.019], [-0.010, -0.009, -0.002], [0.009, -0.009, -0.001], [0.006, -0.005, 0.006], [0.047, 0.038, -0.009], [0.056, -0.009, -0.031], [0.000, 0.018, -0.004], [0.017, 0.003, 0.002], [0.009, -0.001, 0.007], [-0.024, 0.013, -0.009], [0.023, 0.022, 0.017], [-0.026, -0.092, -0.049], [-0.017, -0.009, 0.008], [-0.005, 0.001, 0.004], [0.007, 0.000, -0.001], [-0.014, -0.023, -0.006], [0.005, 0.013, -0.007], [0.038, -0.048, 0.044], [0.004, 0.002, 0.002], [0.001, 0.006, 0.003], [-0.007, 0.002, -0.002], [0.007, -0.034, -0.068], [-0.012, 0.065, 0.039], [-0.005, 0.002, -0.006], [-0.003, 0.001, -0.005], [0.004, 0.003, -0.003], [-0.009, -0.009, -0.003], [0.001, 0.047, 0.032], [0.012, -0.075, -0.052], [-0.018, 0.003, -0.002], [-0.014, -0.013, 0.037], [0.044, 0.117, -0.084], [-0.020, -0.007, 0.010], [-0.002, 0.052, -0.018], [0.002, -0.009, 0.016], [-0.037, 0.025, 0.015], [0.005, -0.086, -0.034], [0.034, 0.044, -0.013], [-0.019, -0.013, -0.003], [-0.032, 0.015, 0.029], [-0.005, 0.009, 0.010], [-0.026, -0.001, -0.050], [-0.022, 0.042, -0.106], [0.002, -0.005, -0.002], [-0.003, -0.041, 0.019], [-0.028, -0.033, 0.005], [-0.004, 0.001, 0.010], [0.020, -0.003, 0.007], [0.014, 0.001, -0.019], [0.055, -0.023, -0.002], [0.003, -0.006, 0.001], [-0.023, -0.028, -0.065], [-0.003, 0.003, -0.018], [-0.006, 0.026, -0.010], [-0.005, -0.004, -0.005], [0.005, -0.009, -0.010], [-0.002, -0.004, 0.000], [-0.023, -0.035, 0.057], [-0.003, 0.052, 0.022], [-0.002, 0.041, 0.044], [0.003, 0.003, 0.000], [0.062, -0.024, -0.003], [0.006, 0.008, 0.001], [0.056, 0.047, -0.035], [-0.019, -0.057, 0.012], [-0.026, -0.060, -0.011], [0.003, 0.001, 0.003]], "total_charge": 1, "e_homo_ev": [-10.45, -10.02], "multiplicity": 2, "s2": 0.90, "gap_ev": [8.1, 7.7], "lumo_ev": [-2.387, -2.279]}

---

{"formula": "C47H75N6O3P2SSn", "method": "ωB97M-V with the def2-TZVPD basis set", "symbols": ["Sn", "C", "C", "C", "P", "C", "C", "C", "C", "C", "C", "C", "C", "C", "C", "N", "C", "C", "C", "C", "C", "C", "C", "P", "C", "C", "C", "C", "C", "C", "H", "H", "H", "H", "H", "H", "H", "H", "H", "H", "H", "H", "H", "H", "H", "H", "H", "H", "H", "H", "H", "H", "H", "H", "H", "H", "H", "H", "H", "H", "H", "H", "H", "H", "H", "H", "H", "H", "H", "H", "C", "C", "C", "N", "C", "S", "N", "C", "O", "C", "C", "C", "C", "C", "C", "H", "H", "H", "H", "H", "H", "H", "H", "H", "H", "H", "H", "H", "H", "C", "N", "C", "C", "C", "O", "H", "H", "H", "H", "H", "H", "H", "H", "H", "C", "N", "C", "C", "C", "N", "C", "C", "O", "H", "H", "H", "H", "H", "H", "H", "H", "H", "H", "H", "H"], "coordinates": [[-0.984, -0.047, -0.179], [-1.718, 2.663, 4.614], [-1.728, 3.764, 3.548], [-1.034, 5.024, 4.071], [-1.037, 3.050, 1.982], [-1.195, 4.334, 0.654], [-0.334, 5.604, 0.645], [-2.691, 4.688, 0.584], [0.732, 2.809, 2.375], [1.672, 3.830, 2.458], [3.001, 3.599, 2.835], [3.972, 4.734, 3.002], [3.403, 2.280, 3.081], [2.507, 1.248, 3.056], [1.140, 1.478, 2.734], [0.237, 0.421, 2.644], [0.403, -0.631, 3.431], [1.320, -0.625, 4.551], [1.788, -1.788, 5.063], [1.373, -3.024, 4.507], [1.972, -4.306, 4.986], [0.321, -3.042, 3.576], [-0.275, -1.891, 3.105], [-1.798, -1.939, 2.110], [-2.370, -3.690, 2.033], [-1.526, -4.481, 1.018], [-2.572, -4.448, 3.354], [-2.982, -1.017, 3.195], [-4.415, -1.286, 2.722], [-2.808, -1.263, 4.699], [-2.161, 3.043, 5.538], [-2.288, 1.782, 4.306], [-0.689, 2.351, 4.848], [-2.759, 4.005, 3.288], [0.017, 4.833, 4.313], [-1.096, 5.866, 3.377], [-1.526, 5.337, 4.999], [-0.937, 3.759, -0.229], [-0.391, 6.159, 1.584], [0.711, 5.388, 0.422], [-0.700, 6.273, -0.140], [-2.973, 5.367, 1.398], [-2.916, 5.197, -0.359], [-3.335, 3.801, 0.652], [1.369, 4.851, 2.263], [3.570, 5.674, 2.624], [4.206, 4.870, 4.064], [4.919, 4.525, 2.496], [4.452, 2.073, 3.295], [2.860, 0.233, 3.193], [1.639, 0.321, 4.967], [2.490, -1.778, 5.894], [2.877, -4.141, 5.564], [1.256, -4.838, 5.625], [2.194, -4.967, 4.147], [-0.080, -4.007, 3.288], [-3.351, -3.543, 1.579], [-0.544, -4.758, 1.419], [-2.045, -5.407, 0.759], [-1.369, -3.910, 0.096], [-1.701, -4.409, 4.014], [-3.432, -4.076, 3.911], [-2.768, -5.502, 3.129], [-2.753, 0.021, 2.978], [-4.744, -2.305, 2.956], [-5.099, -0.601, 3.233], [-4.528, -1.128, 1.644], [-2.928, -2.316, 4.967], [-1.830, -0.932, 5.061], [-3.572, -0.700, 5.247], [3.482, -3.135, -3.648], [2.286, -2.544, -4.398], [2.275, -1.021, -4.382], [1.775, -0.560, -3.066], [2.137, 0.465, -2.339], [1.564, 0.621, -0.701], [3.000, 1.401, -2.793], [3.046, 1.928, -4.139], [2.181, 1.621, -4.914], [4.154, 2.871, -4.413], [5.284, 2.983, -3.601], [6.298, 3.861, -3.946], [6.189, 4.627, -5.101], [5.066, 4.515, -5.914], [4.052, 3.637, -5.572], [3.422, -4.224, -3.590], [3.555, -2.743, -2.626], [4.414, -2.889, -4.165], [1.338, -2.917, -3.976], [2.310, -2.863, -5.440], [1.658, -0.609, -5.169], [3.283, -0.642, -4.524], [1.070, -1.138, -2.635], [3.370, 2.004, -2.082], [5.410, 2.361, -2.719], [7.182, 3.941, -3.323], [6.989, 5.309, -5.372], [4.985, 5.108, -6.819], [3.170, 3.533, -6.194], [-4.567, -0.277, -1.112], [-4.457, 0.577, -2.307], [-5.626, 0.743, -3.208], [-3.295, 1.179, -2.535], [-3.150, 2.115, -3.701], [-2.317, 0.979, -1.761], [-5.594, -0.604, -0.999], [-4.274, 0.274, -0.220], [-3.925, -1.156, -1.197], [-6.317, -0.076, -3.042], [-5.322, 0.714, -4.251], [-6.151, 1.678, -3.017], [-4.052, 2.700, -3.878], [-2.933, 1.547, -4.611], [-2.315, 2.776, -3.510], [1.352, -3.337, -0.382], [0.570, -3.738, -1.555], [0.914, -5.019, -2.199], [-0.290, -5.576, -2.921], [-0.806, -4.529, -3.880], [-1.058, -3.261, -3.165], [-2.146, -2.420, -3.684], [-0.400, -2.927, -2.039], [-0.680, -1.846, -1.438], [1.614, -4.233, 0.183], [0.774, -2.680, 0.253], [2.276, -2.824, -0.659], [1.245, -5.705, -1.422], [1.748, -4.881, -2.892], [-1.070, -5.827, -2.197], [-0.022, -6.483, -3.460], [-1.740, -4.845, -4.334], [-0.087, -4.358, -4.684], [-3.120, -2.852, -3.441], [-2.058, -2.356, -4.770], [-2.082, -1.423, -3.267]], "forces_ev_per_angstrom": [[-0.234, 0.481, 0.154], [0.045, 0.035, 0.116], [0.351, -0.070, 0.170], [-0.116, 0.033, 0.139], [-0.165, -0.379, -0.332], [0.015, 0.332, 0.340], [-0.120, 0.078, -0.087], [-0.058, -0.018, 0.051], [0.126, -0.401, 0.218], [0.034, -0.167, 0.014], [0.007, 0.133, 0.020], [-0.057, -0.101, -0.045], [0.422, 0.131, 0.130], [-0.178, -0.031, -0.349], [-0.220, -0.090, -0.302], [0.180, 0.540, 0.208], [0.034, -0.144, 0.068], [-0.397, 0.018, -0.090], [0.187, -0.462, 0.207], [0.109, 0.072, 0.112], [-0.171, 0.018, 0.051], [0.088, -0.122, 0.006], [0.217, 0.286, 0.048], [0.342, -0.005, 0.180], [0.344, -0.170, 0.125], [-0.075, -0.007, 0.022], [-0.130, -0.176, -0.020], [-0.066, -0.281, 0.156], [-0.072, -0.020, 0.045], [-0.128, 0.049, 0.055], [0.045, -0.048, -0.047], [0.060, 0.059, -0.008], [-0.226, 0.077, -0.036], [-0.091, -0.044, 0.017], [-0.139, 0.039, -0.052], [0.001, -0.167, 0.132], [0.070, -0.019, -0.102], [0.008, -0.146, -0.354], [0.031, -0.059, -0.165], [-0.073, 0.022, -0.016], [0.048, -0.079, 0.056], [0.059, -0.095, -0.154], [0.055, -0.044, 0.114], [0.110, 0.119, -0.026], [0.034, -0.126, 0.074], [0.012, -0.060, 0.004], [-0.037, -0.028, -0.087], [-0.103, -0.007, 0.034], [-0.234, 0.054, -0.026], [0.045, 0.149, -0.230], [-0.201, -0.070, 0.088], [-0.138, -0.061, -0.163], [0.006, 0.006, -0.001], [0.060, 0.067, -0.058], [-0.016, 0.024, 0.010], [0.287, 0.205, 0.030], [-0.169, -0.042, -0.094], [-0.161, 0.049, -0.088], [0.053, 0.057, 0.050], [-0.065, -0.110, 0.202], [-0.356, -0.059, -0.067], [0.078, -0.017, -0.063], [0.014, 0.125, 0.039], [0.096, 0.388, -0.034], [0.072, 0.146, -0.023], [0.079, -0.082, -0.071], [0.001, -0.034, 0.112], [0.013, 0.162, -0.067], [-0.099, -0.005, -0.045], [0.116, -0.051, -0.069], [-0.012, 0.049, -0.031], [0.058, -0.106, 0.199], [-0.034, -0.229, 0.409], [0.101, -0.059, -0.580], [-0.176, 0.056, 0.181], [0.418, 0.226, -0.071], [0.066, -0.067, -0.334], [0.039, 0.156, 0.236], [-0.080, 0.061, -0.076], [-0.087, -0.221, 0.102], [0.064, -0.094, 0.129], [0.046, 0.009, 0.038], [0.039, 0.051, -0.027], [0.023, 0.057, -0.068], [-0.130, 0.080, -0.168], [0.136, 0.170, -0.056], [-0.028, -0.056, -0.121], [-0.088, -0.013, 0.074], [0.289, 0.174, -0.212], [-0.004, -0.034, -0.028], [-0.162, 0.107, -0.070], [0.079, 0.068, 0.029], [-0.058, -0.056, 0.062], [0.114, 0.194, 0.224], [-0.038, 0.049, -0.084], [-0.098, -0.016, -0.074], [-0.114, -0.083, 0.030], [0.015, -0.069, 0.124], [0.111, 0.015, 0.043], [-0.035, 0.212, -0.355], [-0.165, -0.160, -0.060], [0.256, -0.015, 0.267], [-0.143, 0.000, 0.111], [-0.105, -0.133, 0.032], [0.122, -0.086, -0.251], [-0.077, 0.009, -0.039], [-0.006, 0.134, 0.003], [0.033, -0.046, -0.080], [0.008, -0.093, 0.065], [0.094, -0.013, 0.025], [0.061, 0.020, 0.078], [0.058, -0.033, 0.023], [-0.031, -0.001, 0.047], [0.120, 0.071, 0.024], [0.100, -0.162, -0.293], [-0.048, 0.143, -0.013], [-0.016, 0.083, 0.062], [-0.152, 0.090, 0.132], [-0.042, 0.139, 0.126], [-0.153, 0.007, -0.002], [0.220, -0.235, -0.017], [0.133, -0.762, -0.197], [-0.089, 0.393, 0.017], [-0.039, 0.035, -0.054], [-0.126, 0.097, 0.112], [-0.063, -0.021, -0.057], [0.017, 0.021, 0.087], [-0.114, -0.007, 0.114], [0.033, -0.045, -0.057], [0.009, -0.004, -0.009], [-0.117, 0.019, -0.022], [-0.027, 0.037, -0.068], [0.054, -0.036, 0.010], [0.030, -0.034, 0.074], [0.058, 0.101, 0.064]], "total_charge": 3, "e_homo_ev": -14.44, "multiplicity": 1, "gap_ev": 4.9, "lumo_ev": -9.531}